Entry 1:
Molecular formula: C6H24NO7
Method: DFT, ωB97M-V/def2-TZVPD

```
! wB97M-V def2-TZVPD RIJCOSX def2/J DEFGRID3
* xyz 1 1
C -0.4783 2.9011 1.4581
O -1.4587 1.9574 1.0080
C 0.3973 2.0951 2.4246
C 1.8251 1.4790 2.0541
C 1.6086 0.7093 0.7779
C 0.6441 -0.1675 0.5739
N 0.4871 -0.8402 -0.6647
C -0.4868 -1.6067 -0.9276
H 0.0496 3.1446 0.5061
H -0.7774 3.7648 2.0850
H -2.3202 2.3248 1.2475
H -0.0577 1.3870 3.0919
H 0.8430 2.8279 3.1258
H 2.5596 2.2903 1.8302
H 2.3477 0.9849 2.8660
H 2.1416 1.0628 -0.0691
H -0.1589 -0.4203 1.2812
H 0.9956 -0.3546 -1.4237
H -0.7382 -1.9738 -1.9088
H -1.1710 -2.1632 -0.2897
H 0.8962 -3.5035 -2.8092
H 1.9309 -2.3773 -3.2900
O 1.3718 -2.7016 -2.5813
H -2.3489 -2.1452 1.8621
H -1.5981 -3.5815 2.1250
O -1.5382 -2.6657 1.8176
H -0.1533 0.5329 -3.2464
H 1.2443 1.2153 -3.4502
O 0.6429 0.8470 -2.7989
H -2.1329 2.3984 -1.5799
H -1.7049 1.1688 -0.7003
O -1.9252 1.4640 -1.6006
H 2.5738 -1.7839 1.1646
H 3.1361 -3.0618 0.4002
O 3.2962 -2.4066 1.0815
H -3.0503 -0.2315 -1.8853
H -3.7918 -1.4434 -2.0790
O -3.1004 -1.1271 -1.4764
*
```

Orbital gap ... 0.3451 Eh
ΔE to the lowest compared entry with this formula, charge and spin ... 72.15 kcal per mole
HOMO ... -0.4717 hartree

Atom charges from the Mulliken analysis, given in e for atoms 1 to 6: -0.2240 -0.4994 -0.9400 -0.9107 0.0008 -0.8763



Entry 2:
Molecular formula: C6H25O7
Method: DFT, ωB97M-V/def2-TZVPD

```
! wB97M-V def2-TZVPD RIJCOSX def2/J DEFGRID3
* xyz -1 1
O -0.0108 0.2746 0.2752
H -0.4475 0.5940 -0.4910
C -0.4915 -2.4970 -1.8796
O 0.3112 -1.4155 -1.8905
H -1.5515 -2.1475 -1.9344
H -0.4267 -3.0160 -0.9276
H -0.4230 -3.1487 -2.6569
H 0.3704 -0.9783 -1.0903
C -2.4030 -2.1992 1.1475
O -2.5180 -0.9447 0.4994
H -1.4431 -2.3362 1.4451
H -2.6713 -3.0258 0.3057
H -3.2013 -2.3384 1.9574
H -1.4085 -0.6671 0.6717
C 1.4802 1.1303 3.3619
O 0.4977 0.1262 2.9854
H 2.3894 0.5546 2.9820
H 1.4105 1.3461 4.2521
H 1.2564 2.0562 2.8526
H 0.2704 0.2094 2.1622
C 0.9827 1.8385 -2.8573
O 1.1051 2.2563 -1.4944
H 1.6447 0.9335 -3.2173
H 1.0088 2.4852 -3.6864
H -0.1412 1.1687 -2.8412
H 0.7660 1.5517 -0.8987
C -2.5166 2.8075 0.5482
O -1.2676 2.6564 1.2554
H -3.4314 2.5690 1.0299
H -2.5793 2.2323 -0.4574
H -2.7794 3.8940 0.3661
H -1.0366 1.6152 1.0576
C 3.0753 -1.4575 -0.6123
O 2.7372 -0.2386 -0.0786
H 3.0472 -1.4054 -1.7618
H 2.4584 -2.1677 -0.2642
H 4.0245 -1.9418 -0.4234
H 1.9121 -0.3746 0.3078
*
```

Orbital gap ... 0.3543 Eh
ΔE to the lowest compared entry with this formula, charge and spin ... 173.99 kcal per mole
HOMO ... -0.2281 hartree

Atom charges from the Mulliken analysis, given in e for atoms 1 to 6: -0.7134 0.1659 -0.7884 -0.3821 0.2399 0.2596



Entry 3:
Molecular formula: C6H26AgCs2O14P
Method: DFT, ωB97M-V/def2-TZVPD

```
! wB97M-V def2-TZVPD RIJCOSX def2/J DEFGRID3
* xyz 1 2
Ag -12.1112 25.7227 -14.2910
Cs -15.7267 22.7284 -17.7803
Cs -10.2113 24.9465 -17.4150
P -13.7456 25.7128 -16.4803
O -12.4505 26.5237 -16.2713
O -14.7124 26.9103 -17.0457
O -14.0158 25.1348 -15.0857
O -13.4107 24.5818 -17.4870
O -14.3839 23.6683 -12.9426
H -14.5050 23.9460 -13.8506
H -14.1377 24.4680 -12.4779
O -16.7079 24.3598 -15.0747
H -16.5630 24.1806 -14.1456
H -16.0466 25.0145 -15.2988
O -12.1034 22.5498 -16.5815
H -11.9195 22.8834 -15.7034
H -12.6554 23.2210 -16.9826
O -11.8074 28.7339 -17.3006
H -12.6399 28.8098 -17.7669
H -11.8602 27.8905 -16.8510
C -15.7427 30.9389 -19.2324
C -15.9966 29.6361 -18.4769
O -14.8284 29.3577 -17.6668
O -14.6696 30.8065 -20.2028
H -15.3447 31.5989 -18.4616
H -16.6779 31.3136 -19.6486
H -16.2224 28.7524 -19.0738
H -16.8826 29.8041 -17.8647
H -14.8067 28.4459 -17.3672
H -13.9871 30.3573 -19.6988
C -17.8887 26.9965 -16.9015
C -17.7240 25.7605 -17.6932
O -16.6169 25.9768 -18.5132
O -16.9590 27.2211 -15.8893
H -18.9021 27.1194 -16.5193
H -17.8696 27.7971 -17.6409
H -18.6213 25.4748 -18.2421
H -17.5252 24.9420 -17.0014
H -15.9144 26.4150 -18.0273
H -16.0804 27.1114 -16.2602
C -13.5992 26.5297 -20.6298
C -13.8240 24.9715 -21.1114
O -14.2332 24.3528 -19.9819
O -12.7382 26.6968 -19.5547
H -14.5520 26.8672 -20.2218
H -13.4153 27.1557 -21.5030
H -12.8982 24.7180 -21.6279
H -14.5939 25.0233 -21.8812
H -13.6815 24.4388 -19.2011
H -13.2295 26.4000 -18.7852
*
```

Orbital gap (alpha / beta) ... 0.2755 / 0.1158 Eh
ΔE to the lowest compared entry with this formula, charge and spin ... 0.00 kcal per mole
HOMO (alpha / beta) ... -0.4245 / -0.4238 hartree
<S²> ... 0.755

Atom charges from the Mulliken analysis, given in e for atoms 1 to 6: 0.3052 1.1552 1.1102 0.5803 -1.0704 0.1869



Entry 4:
Molecular formula: C6H26B2Cl4CoCrN6O28
Method: DFT, ωB97M-V/def2-TZVPD

```
! wB97M-V def2-TZVPD RIJCOSX def2/J DEFGRID3
* xyz -2 8
Cr -2.1047 1.6582 -0.3018
Co 0.4367 -1.6269 1.2321
Cl -0.1402 -0.4083 4.6339
O -1.1079 0.4686 5.1887
O 1.1895 0.1426 4.8867
O -0.2484 -1.7026 5.2050
O -0.2766 -0.4898 3.2040
Cl -5.4697 0.0808 -0.2672
O -5.7162 0.7516 0.9740
O -5.7090 -1.3428 -0.1691
O -6.2877 0.5965 -1.3372
O -4.0679 0.3080 -0.6242
Cl 0.3570 4.4395 -1.3817
O -0.1560 5.7465 -1.1042
O 1.7916 4.4530 -1.0639
O -0.2998 3.4152 -0.5994
O 0.1751 4.1083 -2.7924
Cl -2.0956 -4.1760 1.4587
O -2.0621 -4.6947 2.7690
O -1.4616 -5.1137 0.5735
O -3.4334 -3.9157 1.0628
O -1.3639 -2.9306 1.4291
B -0.6541 -0.1771 -0.1036
H -1.7206 -0.0995 0.2785
H -0.5527 0.4926 -1.0036
H 0.0218 0.1499 0.7509
H -0.3606 -1.2458 -0.3442
B -2.4278 2.2041 1.8866
H -3.4184 2.7714 2.0696
H -1.8555 2.8576 1.1608
H -1.8452 2.1402 2.8757
H -2.6400 1.1816 1.4496
C 0.6631 -2.5391 -4.2030
N -0.5581 -2.4282 -3.3520
O -0.6422 -3.1648 -2.3985
O -1.3367 -1.5477 -3.6506
H 0.3375 -3.0857 -5.0842
H 1.4469 -3.0364 -3.6392
H 1.0314 -1.5424 -4.4274
C 0.8591 3.3944 3.0886
N 1.9048 2.8031 2.2239
O 1.5842 1.8369 1.5611
O 3.0538 3.2204 2.3135
H 0.3466 4.1309 2.4699
H 1.4034 3.9223 3.8661
H 0.2099 2.6001 3.4406
C -1.4330 1.9713 -4.7145
N -2.4154 2.1179 -3.5955
O -2.0436 1.7758 -2.4970
O -3.5415 2.4222 -3.8890
H -0.4528 2.1516 -4.2819
H -1.6955 2.7354 -5.4372
H -1.6313 0.9586 -5.0568
C 3.7771 -0.1311 3.3488
N 3.4794 -0.4248 1.9052
O 4.1723 0.0381 1.0472
O 2.3999 -0.9874 1.7187
H 3.3753 -0.9449 3.9447
H 3.3523 0.8283 3.6248
H 4.8527 -0.1296 3.5176
C 3.0872 1.5085 -1.7306
N 2.1525 0.3560 -1.8752
O 2.2435 -0.5290 -1.0428
O 1.3041 0.3911 -2.7394
H 2.8100 2.1991 -2.5174
H 4.0892 1.0970 -1.8141
H 2.8740 1.8153 -0.7067
C 1.6802 -5.4229 -0.0201
N 1.8941 -4.0499 -0.4776
O 2.6118 -3.8484 -1.4238
O 1.2691 -3.1770 0.0903
H 2.6552 -5.9026 0.0699
H 1.0274 -6.0126 -0.6541
H 1.3060 -5.4123 1.0011
*
```

Orbital gap (alpha / beta) ... 0.2536 / 0.2587 Eh
HOMO (alpha / beta) ... -0.1515 / -0.1572 hartree
<S²> ... 15.768

Atom charges from the Mulliken analysis, given in e for atoms 1 to 6: -0.8248 1.4634 1.7900 -0.6780 -0.7315 -0.7157